1.
Computed, not measured: a cluster of 2 separate species, C4H7NO2 in total, with the ωB97M-V functional and the def2-TZVPD basis.

HOMO (spin up / spin down) = -9.39 / -9.39 eV
energy above the lowest of the compared OMol25 structures with the same formula, charge and spin = 138.7 kcal/mol
gap between HOMO and LUMO (spin up / spin down) = 8.50 / 8.50 eV
SMILES = C=C(N=O)[C@H]1CO1.[H][H]
E_LUMO (spin up / spin down) = -0.88 / -0.88 eV

Positions of all 14 atoms, in Å:
C  1.246833  1.052748  0.215608
C  0.380168  0.073699  -0.039079
N  0.304537  -1.125655  0.784177
O  1.076079  -1.150723  1.712489
C  -0.587905  0.091462  -1.166349
C  -1.321247  -1.108258  -1.584500
O  -1.956325  -0.088275  -0.831610
H  1.943610  0.966932  1.042907
H  1.270458  1.954316  -0.389285
H  -0.399264  0.870430  -1.906878
H  -1.638144  -1.194089  -2.623536
H  -1.164560  -2.041921  -1.049158
H  0.413602  1.411438  2.982827
H  0.605462  0.695202  3.043001

Forces on atoms 1 to 2 (eV/Å):
C -0.1 -0.1 0.0
C 0.1 0.3 -0.1

These are the Löwdin partial charges, in e, on atoms 1 to 8: atom 1 (C): 0.096, atom 2 (C): -0.264, atom 3 (N): 0.025, atom 4 (O): -0.040, atom 5 (C): -0.269, atom 6 (C): -0.115, atom 7 (O): -0.021, atom 8 (H): 0.058

***

2.
Computed, not measured: an isolated molecule of C4H5N3O in a non-equilibrium geometry, with the ωB97M-V functional and the def2-TZVPD basis.

HOMO = -9.16 eV
energy above the lowest of the compared OMol25 structures with the same formula, charge and spin = 50.4 kcal/mol
gap between HOMO and LUMO = 9.55 eV
SMILES = Nn1ccc(=O)nc1
E_LUMO = 0.39 eV

Positions of all 13 atoms, in Å:
N  -0.614393  2.043246  -0.350562
N  -0.167250  0.750489  -0.128762
C  -0.748730  -0.057723  0.799420
C  -0.308112  -1.312861  0.980065
C  0.697557  -1.899602  0.068112
O  1.160103  -3.029839  0.223520
N  1.137966  -1.069578  -0.944390
C  0.720094  0.150496  -0.965419
H  0.087784  2.775504  -0.021507
H  -0.971326  2.225707  -1.292046
H  -1.496203  0.415679  1.427444
H  -0.607006  -1.904267  1.892369
H  1.109516  0.912749  -1.688243

Forces on atoms 1 to 2 (eV/Å):
N 0.7 1.8 0.8
N 0.0 -0.6 -0.9

These are the Löwdin partial charges, in e, on atoms 1 to 8: atom 1 (N): 0.060, atom 2 (N): -0.186, atom 3 (C): -0.066, atom 4 (C): 0.013, atom 5 (C): -0.504, atom 6 (O): 0.031, atom 7 (N): 0.154, atom 8 (C): -0.137

***

3.
Computed, not measured: an isolated molecule of C7H15NO in a non-equilibrium geometry, with the ωB97M-V functional and the def2-TZVPD basis.

HOMO = -8.32 eV
energy above the lowest of the compared OMol25 structures with the same formula, charge and spin = 73.9 kcal/mol
gap between HOMO and LUMO = 9.17 eV
SMILES = C=NC[C@@](C)(O)C(C)C
E_LUMO = 0.85 eV

Positions of all 24 atoms, in Å:
C  1.688043  -2.037204  2.108111
N  2.032829  -0.888213  1.696080
C  0.690773  0.114852  1.157228
C  0.395641  -0.357541  -0.193062
C  1.537996  -0.350924  -1.189533
O  -0.305247  -1.561658  -0.193055
C  -0.780346  1.048041  -0.602814
C  -1.434538  1.888256  0.483585
C  -1.839441  0.422628  -1.499603
H  2.428152  -2.722775  2.559256
H  0.647644  -2.418768  2.102059
H  -0.090753  -0.077362  1.891843
H  1.159942  1.091237  1.220494
H  2.105401  0.579471  -1.127544
H  2.219374  -1.183073  -0.986996
H  1.164521  -0.471362  -2.211414
H  -0.276229  -1.943490  -1.083618
H  -0.142361  1.708984  -1.198186
H  -0.702433  2.481731  1.037778
H  -2.001224  1.267975  1.184382
H  -2.133766  2.616009  0.050342
H  -1.397058  -0.103839  -2.350003
H  -2.456673  -0.288557  -0.939721
H  -2.510246  1.185584  -1.915609

Forces on atoms 1 to 2 (eV/Å):
C -0.4 0.4 0.1
N -2.1 1.1 -0.2

These are the Löwdin partial charges, in e, on atoms 1 to 8: atom 1 (C): -0.133, atom 2 (N): 0.009, atom 3 (C): -0.088, atom 4 (C): -0.517, atom 5 (C): -0.032, atom 6 (O): -0.015, atom 7 (C): -0.294, atom 8 (C): -0.110

***

4.
Computed, not measured: an isolated molecule of BrFHN in a non-equilibrium geometry, with the ωB97M-V functional and the def2-TZVPD basis.

HOMO = -10.22 eV
energy above the lowest of the compared OMol25 structures with the same formula, charge and spin = 1.0 kcal/mol
gap between HOMO and LUMO = 10.45 eV
SMILES = FNBr
E_LUMO = 0.23 eV

Positions of all 4 atoms, in Å:
F  -0.340231  -1.722699  -0.100596
N  -0.622372  -0.498273  0.468445
Br  -2.288146  0.075905  -0.015571
H  -0.157907  0.206119  -0.179611

Forces on atoms 1 to 2 (eV/Å):
F -0.1 -0.5 -0.5
N 1.8 2.0 -0.3

Per-atom Löwdin charges, elementary charge units: atom 1 (F): -0.180, atom 2 (N): -0.505, atom 3 (Br): 0.653, atom 4 (H): 0.033